Record 1
Formula: C4H6N2O
Source: the Open Molecules 2025 dataset
Level of theory: ωB97M-V with the def2-TZVPD basis set

```
13
Properties=species:S:1:pos:R:3:forces:R:3:mulliken_charge:R:1
O 2.608 -0.470 -0.128 -2.63 0.91 -0.27 -0.59
N 0.858 1.087 0.077 1.47 -0.09 0.35 -0.20
N 0.375 -1.056 -0.750 -0.50 0.89 2.13 -0.44
C 1.421 -0.148 -0.246 1.51 -0.52 0.07 0.52
C -0.509 -1.331 0.504 1.01 -0.34 0.49 -0.42
C -0.576 1.148 -0.124 -0.15 -0.67 -0.82 -0.49
C -0.902 -0.309 -0.457 1.70 0.29 0.31 -0.05
H 1.498 1.808 0.498 -1.38 -1.13 -0.73 0.23
H -1.157 1.417 0.741 0.03 0.48 0.52 0.28
H -1.012 -2.291 0.517 0.11 0.00 -0.32 0.26
H -0.078 -1.091 1.521 -0.43 0.10 -1.41 0.19
H -0.887 1.760 -0.981 0.29 0.15 0.26 0.29
H -1.641 -0.524 -1.173 -1.03 -0.07 -0.57 0.41
```
Positions in Å, forces in eV/Å.

## Properties
- E_LUMO: 0.86 eV
- HOMO: -9.95 eV
- HOMO-LUMO gap: 0.3972 Ha
- Electronic energy: -340.73924 Ha
- SMILES: O=C1NC[C@@H]2CN12
- Molecular weight: 98.11 g mol⁻¹

***

Record 2
Formula: C4H20NO9
Source: the Open Molecules 2025 dataset
Level of theory: ωB97M-V with the def2-TZVPD basis set

```
34
Properties=species:S:1:pos:R:3:forces:R:3:mulliken_charge:R:1
O -2.960 -0.738 -2.627 0.01 0.37 -0.58 -0.58
O 0.372 0.622 3.055 -0.82 0.35 0.78 -0.73
O 2.131 -2.569 2.334 0.46 -0.40 1.13 -0.69
O 2.690 -1.850 -2.750 0.75 -0.65 0.27 -0.70
O 1.008 3.757 -0.540 0.43 -0.45 0.33 -0.72
O -2.230 0.047 3.455 0.07 0.04 -0.01 -0.64
O 2.724 0.156 -0.982 -0.16 0.30 0.58 -0.89
O 1.609 1.227 0.647 -0.68 0.22 0.18 -0.81
O -1.737 3.537 -0.715 -0.12 -0.13 0.19 -0.67
N 1.104 -0.986 0.098 0.46 -0.35 0.43 -0.20
C -2.355 -1.003 -1.350 -0.87 0.06 -1.15 -0.47
C -0.943 -0.498 -1.242 0.02 0.01 1.31 -0.20
C 1.855 0.237 -0.071 0.21 -0.51 -1.14 0.46
C -0.365 -0.997 0.109 1.30 1.09 -0.61 -0.92
H -0.958 0.591 -1.187 -0.10 0.20 -0.08 0.19
H -1.748 3.976 -1.575 0.34 -0.12 0.35 0.27
H -2.553 -0.764 3.849 0.17 -0.12 0.04 0.29
H 0.483 1.013 2.175 0.66 -0.16 -0.30 0.30
H -0.804 3.525 -0.407 -0.49 0.28 -0.74 0.40
H -0.702 -2.000 0.341 -0.11 -0.25 0.09 0.49
H 1.733 -2.269 1.502 -0.34 -0.17 -0.12 0.39
H 1.922 -1.835 -3.305 -0.55 0.34 -0.18 0.28
H 1.242 2.924 -0.055 0.13 0.17 -0.22 0.45
H -2.476 -2.097 -1.294 0.45 0.31 0.42 0.32
H -2.627 0.087 -3.015 -0.06 -0.31 0.50 0.31
H 1.534 -1.640 -0.548 -0.48 -0.04 -0.18 0.46
H 1.893 -3.466 2.633 -0.15 0.81 -0.86 0.29
H 1.650 3.784 -1.259 -0.16 -0.07 0.11 0.29
H 2.683 -1.100 -2.107 -0.14 0.34 -0.15 0.42
H -2.990 -0.529 -0.588 0.30 -0.22 0.13 0.24
H -1.242 0.032 3.450 -0.48 0.18 -0.09 0.41
H -0.263 -0.726 -2.063 -0.24 -0.56 -0.13 0.32
H 0.956 -0.126 3.116 0.65 -0.40 -0.35 0.35
H -0.636 -0.319 0.915 -0.47 -0.19 0.03 0.28
```
Positions in Å, forces in eV/Å.

## Properties
- E_LUMO: 3.02 eV
- HOMO: -5.96 eV
- HOMO-LUMO gap: 0.3299 Ha
- Electronic energy: -896.44744 Ha
- Total charge: -1
- Molecular weight: 226.20 g mol⁻¹

***

Record 3
Formula: C2H6S5
Source: the Open Molecules 2025 dataset
Level of theory: ωB97M-V with the def2-TZVPD basis set

```
13
Properties=species:S:1:pos:R:3:forces:R:3:mulliken_charge:R:1
S 1.648 -1.089 -0.399 0.28 0.42 0.43 -0.22
S -0.985 -0.484 0.917 0.16 0.36 -0.29 -0.17
S 0.827 -2.573 2.096 0.19 0.25 0.32 -0.12
S 0.210 2.409 -0.487 3.02 4.33 2.31 -0.10
S -2.522 1.816 -1.419 0.79 -0.38 -0.29 -0.09
C 0.732 -0.974 1.245 -0.18 -0.06 -1.85 -0.42
C -0.817 1.465 -1.192 -3.46 -4.94 -1.60 -0.08
H 1.156 -2.256 -0.792 -0.27 -0.23 -0.11 0.11
H 1.345 -0.185 1.696 -0.32 -0.48 0.61 0.32
H 1.428 1.830 -0.530 -0.46 -0.61 -0.40 0.13
H -0.552 0.548 -1.748 0.11 0.71 0.34 0.37
H 0.208 -3.266 1.120 -0.01 0.24 0.16 0.12
H -2.680 2.761 -0.505 0.14 0.39 0.37 0.14
```
Positions in Å, forces in eV/Å.

## Properties
- E_LUMO (alpha / beta): -1.51 / -0.90 eV
- HOMO (alpha / beta): -7.08 / -7.85 eV
- HOMO-LUMO gap (alpha / beta): 0.2050 / 0.2554 Ha
- Electronic energy: -2070.60914 Ha
- Molecular weight: 190.41 g mol⁻¹

***

Record 4
Formula: C19H35O8P2SSbSe4Tc
Source: the Open Molecules 2025 dataset
Level of theory: ωB97M-V with the def2-TZVPD basis set

```
71
Properties=species:S:1:pos:R:3:forces:R:3:mulliken_charge:R:1
Sb -0.202 -1.524 3.263 -0.04 -0.01 0.19 0.85
Tc 0.997 1.109 0.574 -0.31 -0.19 0.14 0.37
Se 0.460 -3.744 2.703 0.00 0.05 -0.04 -0.66
Se 1.389 0.357 2.987 -0.04 0.00 -0.12 -0.53
Se -1.948 -1.215 4.820 0.02 0.00 -0.04 -0.60
Se -0.951 -0.147 0.604 0.32 0.03 0.01 -0.41
S 3.570 -2.517 -0.159 0.08 0.02 0.04 0.48
P 4.061 1.569 -0.684 0.06 0.13 0.00 0.87
P 1.909 0.702 -2.578 0.01 0.00 -0.07 0.65
O 3.141 0.664 0.104 -0.06 0.09 0.07 -0.24
O 2.144 -2.141 -0.540 -0.05 -0.02 -0.14 -0.57
O 2.089 -0.822 -2.597 0.07 -0.30 0.16 -0.60
O 3.729 3.064 -0.159 0.05 0.03 0.03 -0.53
O 1.351 1.020 -4.047 0.01 -0.01 -0.07 -0.60
O 0.957 1.285 -1.586 -0.09 0.03 -0.04 -0.78
O 4.482 0.818 -3.212 0.03 0.03 0.01 -0.64
O 5.528 1.336 -0.721 -0.01 -0.08 -0.03 -0.96
C -0.967 3.374 1.668 -0.02 -0.07 0.04 2.81
C 3.516 1.555 -2.467 -0.01 0.00 0.03 1.32
C -2.769 -1.501 -1.297 0.03 -0.01 0.13 2.95
C 3.461 -4.283 0.111 -0.04 0.02 0.01 -0.88
C 3.792 -2.019 1.534 -0.01 -0.01 0.02 -0.39
C -1.722 2.488 2.657 -0.03 0.01 -0.01 -1.50
C -1.896 3.768 0.512 0.00 -0.02 -0.03 -1.50
C -4.602 -3.180 2.248 0.00 0.02 -0.01 -0.40
C -5.311 -2.285 1.466 0.01 -0.02 0.02 -0.80
C -3.309 -3.529 1.880 0.00 0.02 -0.01 -0.85
C 3.389 2.969 -3.035 -0.01 0.01 0.01 -1.83
C -2.742 -2.989 0.738 0.05 -0.03 0.01 -0.06
C -3.690 -0.540 -2.066 -0.01 -0.02 -0.02 -2.25
C -3.440 -2.079 -0.057 -0.09 0.02 -0.02 -0.39
C -1.515 -0.729 -0.963 -0.03 0.11 -0.25 -1.07
C -0.498 4.637 2.400 0.02 0.00 0.00 -2.02
C -2.385 -2.646 -2.255 0.03 0.02 0.02 -1.86
C 0.246 2.693 1.058 0.03 -0.03 -0.03 0.01
C -4.733 -1.738 0.326 0.03 0.02 -0.01 -0.30
H -0.970 -0.349 -1.824 -0.02 0.04 0.07 0.35
H -1.067 2.131 3.453 0.01 0.00 0.00 0.32
H 4.319 3.512 -2.860 0.00 0.00 -0.01 0.44
H 0.180 4.377 3.216 0.00 0.00 0.00 0.39
H -1.381 4.417 -0.201 0.00 0.00 0.00 0.37
H 2.116 -1.411 -1.679 -0.05 0.24 -0.04 0.36
H -2.544 3.051 3.109 0.02 0.02 0.00 0.45
H -4.584 -1.055 -2.429 -0.01 0.00 0.00 0.48
H -2.774 4.299 0.892 0.00 0.01 0.01 0.45
H -2.232 2.879 -0.025 0.01 0.00 0.01 0.13
H -1.893 -2.240 -3.142 0.00 -0.01 0.00 0.44
H -6.316 -1.994 1.746 0.00 0.00 0.01 0.37
H 3.271 -4.747 -0.854 0.00 0.00 0.00 0.36
H 4.762 -2.401 1.857 0.01 0.00 0.00 0.50
H -2.722 -4.196 2.498 0.02 -0.01 0.01 0.39
H 4.531 3.599 -0.148 -0.03 -0.03 -0.01 0.31
H 2.632 -4.460 0.797 0.01 -0.01 0.00 0.06
H -1.350 5.177 2.822 0.00 0.00 0.00 0.45
H -5.038 -3.586 3.152 0.00 0.00 0.01 0.39
H -5.306 -1.029 -0.256 0.00 0.01 -0.01 0.37
H -3.153 -0.140 -2.929 0.00 -0.01 0.00 0.46
H 2.978 -2.425 2.136 0.00 -0.01 -0.02 -0.06
H 5.262 0.762 -2.631 -0.02 -0.01 -0.01 0.41
H -3.278 -3.191 -2.569 -0.01 -0.01 0.00 0.44
H 1.597 0.318 -4.662 -0.01 0.04 0.05 0.34
H 3.216 2.908 -4.109 0.00 0.00 0.00 0.40
H 2.570 3.516 -2.568 0.00 0.00 0.00 0.28
H -1.700 -3.345 -1.777 0.00 0.00 -0.01 0.34
H 1.007 3.449 0.748 0.08 -0.05 -0.03 0.09
H 3.779 -0.932 1.549 0.01 -0.04 -0.02 -0.08
H 0.031 5.307 1.718 0.00 0.01 0.01 0.44
H 4.404 -4.643 0.523 0.01 0.01 0.01 0.40
H -1.723 -3.257 0.484 -0.01 0.00 0.01 0.53
H -2.165 1.615 2.178 0.01 0.00 -0.01 0.14
H -3.991 0.304 -1.444 0.00 0.00 0.01 0.39
```
Positions in Å, forces in eV/Å.

## Properties
- E_LUMO: 1.38 eV
- HOMO: -3.82 eV
- HOMO-LUMO gap: 0.1911 Ha
- Electronic energy: -12354.86285 Ha
- Total charge: -1
- Molecular weight: 1021.10 g mol⁻¹